Entry 1
Formula: C9H9NO3
Source: the OMol25 dataset
Level of theory: ωB97M-V/def2-TZVPD

```
22
Properties=species:S:1:pos:R:3
H 3.388 -0.646 1.572
H -1.408 2.233 2.168
H -0.846 -0.190 1.439
C -0.830 2.583 -1.248
H -0.397 1.025 -2.515
C -1.036 -1.149 -1.125
C -0.697 0.256 -0.577
C -0.813 0.581 0.781
H 1.688 -0.908 1.770
N 1.034 -0.682 -0.753
H -1.881 -1.552 -0.656
C -1.131 2.982 0.160
O 2.275 -0.616 -0.200
H 2.510 -2.260 0.954
O -1.439 4.135 0.452
C 2.462 -1.235 1.098
O 0.448 -2.971 -0.705
C -0.542 1.285 -1.554
C -1.094 1.849 1.186
H -0.755 3.410 -1.813
H -1.294 -0.908 -2.179
C 0.248 -1.786 -0.883
```

The calculation puts the LUMO energy (spin up / spin down) at -1.6455 / -1.6455 eV. The calculation puts the HOMO-LUMO gap (spin up / spin down) at 7.38 / 7.37 eV. As for the highest occupied orbital energy (spin up / spin down): -9.0251 / -9.0185 eV.

Entry 2
Formula: C9H9NO3
Source: the OMol25 dataset
Level of theory: ωB97M-V/def2-TZVPD

```
22
Properties=species:S:1:pos:R:3
H -2.156 1.276 -1.380
H 1.069 -2.698 -0.809
C -0.195 -1.164 -0.840
H 3.652 1.283 1.089
H -1.021 -1.795 -0.873
C -0.533 0.193 -0.481
H 2.617 2.569 0.647
H -3.005 -1.712 0.556
H 0.224 2.103 0.064
N -1.888 0.621 -0.655
C 1.806 0.617 -0.055
O -1.262 -1.058 1.331
C 0.509 1.115 -0.124
C -2.535 -0.892 1.093
H 3.629 1.807 -0.550
C 2.141 -0.790 -0.268
O -4.100 0.470 -0.295
O 3.210 -1.249 -0.042
C 2.943 1.530 0.262
H -3.099 -0.776 2.018
C 1.001 -1.641 -0.712
C -3.007 0.191 0.022
```

The calculation puts the LUMO energy (spin up / spin down) at -2.1303 / -2.0654 eV. The calculation puts the HOMO-LUMO gap (spin up / spin down) at 6.63 / 7.72 eV. As for the highest occupied orbital energy (spin up / spin down): -8.7568 / -9.7808 eV.

Relative stability in kcal/mol, measured from the most stable structure: entry 1 35.4; entry 2 0.0